a) Below is a cluster of 2 separate species, C3H5BrS in total, with properties calculated with the ωB97M-V functional and the def2-TZVPD basis.

SMILES string: C#CSC.Br
HOMO in eV: -9.0
Orbital gap in eV: 9.64

ORCA input file:
```
! wB97M-V def2-TZVPD RIJCOSX def2/J DEFGRID3
* xyz 0 1
C -0.858 -1.770 -0.058
C -0.073 -1.003 0.464
C 1.742 1.024 -0.244
S 1.240 -0.110 1.112
Br -3.205 0.702 0.620
H -2.470 -0.318 -0.060
H -1.674 -2.310 -0.400
H 1.405 2.027 0.122
H 1.169 0.655 -1.089
H 2.724 1.104 -0.467
*
```

b) Below is the molecule C3H5BrS, with properties calculated with the ωB97M-V functional and the def2-TZVPD basis.

HOMO in eV: -8.7
Orbital gap in eV: 9.00

ORCA input file:
```
! wB97M-V def2-TZVPD RIJCOSX def2/J DEFGRID3
* xyz 0 1
C 0.714 0.761 -0.194
C 0.771 -0.484 0.807
C -0.994 -0.204 -0.837
S -0.274 -1.631 -0.081
Br -2.541 0.435 0.129
H 0.194 1.688 0.027
H 1.258 0.813 -1.084
H 1.854 -0.725 1.201
H 0.250 -0.369 1.868
H -1.234 -0.285 -1.837
*
```

Most stable structure - a); separation to the second - 0.480 eV.

a) Below is a cluster of 2 separate species, C3H7FO2 in total, with properties calculated with the ωB97M-V functional and the def2-TZVPD basis.

HOMO in eV: -9.5
Orbital gap in eV: 9.83

ORCA input file:
```
! wB97M-V def2-TZVPD RIJCOSX def2/J DEFGRID3
* xyz 0 1
C -1.027 -0.803 1.413
C 0.146 0.846 -1.769
C -0.182 -0.469 0.258
O 1.262 0.827 1.238
O -0.628 0.152 -0.779
F 0.702 -1.535 -0.189
H -0.623 -1.840 1.696
H -0.774 -0.036 2.162
H -2.115 -0.738 1.202
H -0.496 1.314 -2.497
H 0.896 0.171 -2.346
H 0.767 1.651 -1.317
H 2.072 0.460 0.928
*
```

b) Below is a structure of composition C3H7FO2, with properties calculated with the ωB97M-V functional and the def2-TZVPD basis.

HOMO in eV: -9.3
Orbital gap in eV: 10.05

ORCA input file:
```
! wB97M-V def2-TZVPD RIJCOSX def2/J DEFGRID3
* xyz 0 1
C -0.938 0.568 -0.730
C 1.777 0.291 0.211
C -0.855 -0.577 0.167
O -1.673 -0.765 1.158
O 0.850 -0.575 0.831
F -0.763 -1.743 -0.565
H -1.738 0.355 -1.375
H -1.169 1.465 -0.174
H -0.051 0.679 -1.247
H 2.733 0.109 0.741
H 1.516 1.479 0.431
H 1.981 0.388 -0.895
H -1.670 -1.673 1.448
*
```

Most stable structure - b); separation to the second - 1.075 eV.